# 1
# C25H20N5OPdS

A molecular structure, C25H20N5OPdS at a distorted geometry (ωB97M-V/def2-TZVPD, the Open Molecules 2025 dataset).

Summary:
spin multiplicity	5
charge	+1
F_max	1.81	eV Å⁻¹
HOMO level (alpha / beta)	-11.2 / -10.8	eV
energy	-1839.4600	hartree
expectation value of S²	6.0719
frontier orbital gap (alpha / beta)	8.64 / 4.68	eV

```
53
C25H20N5OPdS (ωB97M-V/def2-TZVPD)
Pd -0.09 0.66 0.55
O -1.32 4.43 -0.53
C -1.23 3.22 -0.40
N -0.05 2.55 -0.33
C 1.17 3.31 -0.35
C 2.37 2.42 -0.16
C 3.65 2.89 -0.40
C 4.73 2.05 -0.26
C 4.51 0.73 0.12
C 3.21 0.33 0.35
N 2.16 1.16 0.23
C -2.45 2.34 -0.31
C -3.71 2.90 -0.44
C -4.81 2.06 -0.35
C -4.61 0.71 -0.14
C -3.32 0.23 -0.01
N -2.26 1.04 -0.10
H 1.16 4.08 0.42
H 1.26 3.84 -1.31
H 3.79 3.92 -0.71
H 5.74 2.40 -0.44
H 5.32 0.02 0.23
H 2.99 -0.69 0.65
H -3.79 3.96 -0.60
H -5.81 2.47 -0.45
H -5.45 0.02 -0.06
H -3.11 -0.81 0.17
C -0.76 -3.05 3.42
C 0.16 -2.02 3.38
C 0.52 -1.45 2.17
C -0.06 -1.92 0.96
C -0.98 -2.98 1.03
C -1.33 -3.53 2.24
N 0.26 -1.28 -0.22
C 0.36 -1.84 -1.44
C 0.24 -0.99 -2.56
C 0.36 -1.50 -3.83
C 0.62 -2.86 -4.02
C 0.77 -3.70 -2.92
C 0.64 -3.21 -1.64
H -1.03 -3.49 4.37
H 0.63 -1.66 4.29
H 1.32 -0.72 2.14
H -1.45 -3.32 0.11
H -2.05 -4.34 2.28
H 0.04 0.06 -2.38
H 0.25 -0.85 -4.69
H 0.74 -3.25 -5.02
H 0.99 -4.75 -3.08
H 0.78 -3.86 -0.79
S 0.23 1.56 4.93
C -0.40 1.42 3.48
N -0.90 1.32 2.41
```


# 2
# C49H55CoN3

A molecular structure, C49H55CoN3 at a distorted geometry (ωB97M-V/def2-TZVPD, the Open Molecules 2025 dataset).

Summary:
ΔE to the lowest compared entry with this formula, charge and spin	62.8	kcal per mole
spin multiplicity	4
charge	-2
F_max	1.03	eV Å⁻¹
HOMO level (alpha / beta)	0.1 / 0.1	eV
energy	-3447.2160	hartree
expectation value of S²	4.1484
frontier orbital gap (alpha / beta)	4.33 / 3.81	eV

```
108
C49H55CoN3 (ωB97M-V/def2-TZVPD)
Co 0.89 -0.73 -0.94
C -1.00 -2.40 -3.41
C -2.12 -1.48 -2.89
C -3.48 -2.04 -3.31
C -1.88 -0.06 -3.34
C -2.43 0.36 -4.54
C -2.24 1.64 -5.02
C -1.47 2.52 -4.29
C -0.91 2.17 -3.07
C -0.01 3.19 -2.39
C -0.71 4.55 -2.22
C 1.29 3.38 -3.18
C -1.12 0.86 -2.54
N -0.56 0.50 -1.31
C -0.82 1.27 -0.21
C 0.09 1.23 0.90
N 1.05 0.29 0.91
C 1.89 0.05 1.99
C 1.37 -0.52 3.19
C 2.24 -1.05 4.14
C 3.60 -1.05 3.93
C 4.11 -0.43 2.80
C 3.30 0.17 1.85
C 4.04 0.93 0.74
C 5.08 1.86 1.39
C 3.22 1.83 -0.20
C -0.12 -0.69 3.47
C -0.55 0.02 4.76
C -0.50 -2.17 3.55
C -0.24 2.33 1.79
C 0.35 2.96 2.87
C -0.31 4.06 3.46
C -1.53 4.52 3.02
C -2.16 3.91 1.90
C -3.42 4.23 1.32
C -3.87 3.53 0.22
C -3.11 2.53 -0.42
C -1.86 2.20 0.11
C -1.46 2.87 1.30
H -1.25 -3.45 -3.23
H -0.07 -2.19 -2.88
H -0.83 -2.25 -4.48
H -2.08 -1.49 -1.80
H -3.50 -2.33 -4.36
H -4.27 -1.30 -3.14
H -3.72 -2.92 -2.71
H -3.02 -0.34 -5.13
H -2.68 1.95 -5.97
H -1.30 3.52 -4.68
H 0.27 2.82 -1.40
H -0.80 5.07 -3.18
H -0.14 5.19 -1.54
H -1.70 4.42 -1.80
H 1.08 3.73 -4.20
H 1.85 2.45 -3.24
H 1.92 4.12 -2.68
H 1.83 -1.51 5.03
H 4.27 -1.54 4.64
H 5.18 -0.44 2.66
H 4.55 0.19 0.13
H 4.59 2.52 2.10
H 5.57 2.47 0.63
H 5.86 1.31 1.93
H 2.76 2.65 0.35
H 2.45 1.28 -0.72
H 3.90 2.26 -0.95
H -0.68 -0.26 2.64
H -0.05 -0.41 5.63
H -1.63 -0.07 4.90
H -0.31 1.08 4.72
H -0.06 -2.65 4.43
H -0.16 -2.70 2.66
H -1.59 -2.28 3.60
H 1.30 2.63 3.27
H 0.15 4.55 4.31
H -2.01 5.36 3.51
H -4.03 5.02 1.76
H -4.85 3.78 -0.19
H -3.50 2.03 -1.30
C -1.66 -2.26 0.52
C -2.63 -3.23 0.69
C -2.37 -4.61 0.44
C -3.34 -5.57 0.64
C -4.61 -5.22 1.09
C -4.90 -3.88 1.34
C -3.95 -2.91 1.13
H -0.64 -2.51 0.23
H -1.86 -1.21 0.74
H -1.38 -4.89 0.10
H -3.10 -6.61 0.45
H -5.36 -5.98 1.26
H -5.88 -3.60 1.68
H -4.18 -1.86 1.32
C 3.14 -0.82 -3.21
C 3.37 -1.74 -2.05
C 4.44 -2.59 -1.84
C 4.17 -3.29 -0.64
C 2.94 -2.83 -0.19
C 2.17 -3.31 0.99
N 2.45 -1.88 -1.04
H 4.03 -0.77 -3.84
H 2.89 0.19 -2.88
H 2.30 -1.16 -3.83
H 5.31 -2.71 -2.48
H 4.77 -4.06 -0.17
H 2.82 -3.89 1.66
H 1.34 -3.96 0.68
H 1.76 -2.48 1.56
```


# 3
# C32H40N5OP2Pb

A molecular structure, C32H40N5OP2Pb at a distorted geometry (ωB97M-V/def2-TZVPD, the Open Molecules 2025 dataset).

Summary:
ΔE to the lowest compared entry with this formula, charge and spin	49.5	kcal per mole
spin multiplicity	2
charge	+2
F_max	5.38	eV Å⁻¹
HOMO level (alpha / beta)	-12.3 / -12.3	eV
energy	-2467.0883	hartree
expectation value of S²	0.7542
frontier orbital gap (alpha / beta)	5.40 / 2.86	eV

```
81
C32H40N5OP2Pb (ωB97M-V/def2-TZVPD)
Pb 0.17 -3.21 0.36
C -0.71 3.89 4.27
C -1.22 2.88 3.53
C -1.09 2.55 2.05
C 0.18 1.78 1.66
C 1.32 2.69 1.12
C 1.62 3.93 1.57
C 0.76 4.84 2.43
C 0.66 4.56 4.01
C 1.42 -4.02 2.07
H -1.29 4.27 5.13
H -1.68 2.07 4.12
H -1.24 3.41 1.38
H -1.97 1.93 1.85
H 0.48 1.14 2.52
H -0.08 1.01 0.90
H 2.03 2.25 0.41
H 2.50 4.43 1.14
H -0.29 4.78 2.11
H 1.06 5.90 2.23
H 1.47 3.93 4.43
H 0.73 5.48 4.65
H 0.71 -4.47 2.79
H 1.99 -3.21 2.58
H 1.99 -4.86 1.65
P 1.42 -1.58 -1.91
P -2.09 -1.00 -1.93
N 2.62 -0.26 -2.09
N 2.31 -2.79 -2.99
N -1.98 0.81 -2.43
N -3.65 -1.42 -2.68
C 0.34 -0.93 -3.26
C -1.07 -1.57 -3.35
C 3.73 -0.13 -1.23
C 4.66 0.72 -1.81
C 4.13 1.13 -3.08
C 2.87 0.55 -3.21
C 2.61 -4.08 -2.56
C 2.91 -4.86 -3.68
C 2.81 -4.02 -4.83
C 2.48 -2.75 -4.37
C -1.71 1.87 -1.56
C -1.47 3.04 -2.30
C -1.64 2.70 -3.68
C -1.92 1.33 -3.73
C -4.46 -0.79 -3.64
C -5.47 -1.67 -4.04
C -5.26 -2.90 -3.33
C -4.14 -2.73 -2.53
H 0.82 -1.03 -4.26
H 0.21 0.15 -3.08
H -1.55 -1.27 -4.30
H -1.01 -2.68 -3.37
H 3.77 -0.67 -0.29
H 5.62 0.98 -1.38
H 4.59 1.75 -3.83
H 2.15 0.65 -4.01
H 2.65 -4.31 -1.50
H 3.14 -5.92 -3.68
H 2.94 -4.30 -5.87
H 2.39 -1.83 -4.93
H -1.81 1.74 -0.50
H -1.22 4.01 -1.91
H -1.60 3.37 -4.53
H -2.15 0.73 -4.60
H -4.27 0.22 -3.96
H -6.26 -1.47 -4.76
H -5.86 -3.80 -3.40
H -3.63 -3.41 -1.87
O -0.37 -1.65 3.78
N -0.41 -1.34 5.04
C -1.61 -1.37 5.70
C -1.76 -0.75 6.93
C -0.67 -0.16 7.57
C 0.57 -0.25 6.91
C 0.70 -0.97 5.75
H -2.43 -1.88 5.18
H -2.79 -0.67 7.30
H -0.77 0.37 8.52
H 1.42 0.30 7.28
H 1.65 -1.15 5.30
```